{
  "formula": "C28H64F3N8O10S",
  "method": "ωB97M-V/def2-TZVPD",
  "e_lumo_ev": 2.0,
  "e_homo_ha": -0.200,
  "max_force_ev_per_a": 5.47,
  "total_charge": -1,
  "de_lowest_kcal_mol": 0.00,
  "energy_ha": -2993.524658,
  "species": ["C", "F", "F", "F", "S", "O", "O", "O", "C", "C", "N", "C", "C", "C", "C", "H", "H", "H", "H", "H", "H", "H", "H", "H", "H", "H", "H", "H", "H", "H", "C", "C", "O", "N", "C", "H", "H", "H", "H", "H", "H", "H", "C", "C", "O", "N", "C", "H", "H", "H", "H", "H", "H", "H", "C", "C", "O", "N", "C", "H", "H", "H", "H", "H", "H", "H", "C", "C", "O", "N", "C", "H", "H", "H", "H", "H", "H", "H", "C", "C", "O", "N", "C", "H", "H", "H", "H", "H", "H", "H", "C", "C", "O", "N", "C", "H", "H", "H", "H", "H", "H", "H", "C", "C", "O", "N", "C", "H", "H", "H", "H", "H", "H", "H"],
  "coordinates": [[-11.614657, 13.862104, 10.354262], [-12.145043, 12.795660, 9.733640], [-10.311372, 13.739887, 10.176797], [-12.017959, 14.930145, 9.718689], [-11.886713, 13.890406, 12.224759], [-11.143978, 14.996162, 12.828825], [-13.318915, 14.126968, 12.305161], [-11.445401, 12.546509, 12.687546], [-16.853613, 8.953448, 6.633771], [-17.131192, 10.227714, 7.341629], [-18.212987, 11.056328, 6.827330], [-18.037246, 11.426711, 5.445114], [-19.340104, 11.781668, 4.816298], [-18.318666, 12.195785, 7.759172], [-19.017280, 11.605536, 9.038958], [-16.500988, 9.172006, 5.625814], [-17.693443, 8.361056, 6.270649], [-16.129805, 8.259199, 7.060647], [-17.477871, 9.880246, 8.314864], [-16.174082, 10.693702, 7.575958], [-17.404192, 12.304796, 5.317397], [-17.551709, 10.604731, 4.919080], [-19.252261, 12.378648, 3.908553], [-19.942561, 10.873335, 4.808034], [-19.918981, 12.320280, 5.566562], [-18.987042, 12.980786, 7.405405], [-17.339244, 12.575214, 8.050478], [-19.809275, 10.904728, 8.774954], [-19.493959, 12.435499, 9.560539], [-18.327454, 11.177848, 9.766513], [-11.105009, 13.924207, 5.064962], [-10.015051, 14.840881, 4.537614], [-8.977628, 14.405846, 4.142571], [-10.277864, 16.156356, 4.671005], [-9.348386, 17.204382, 4.411333], [-11.532171, 13.402133, 4.208778], [-11.963116, 14.374061, 5.564352], [-10.650059, 13.120532, 5.643956], [-11.194981, 16.462188, 4.963342], [-9.186630, 17.457659, 3.363574], [-8.342023, 16.832011, 4.602851], [-9.631360, 18.030628, 5.063517], [-12.087872, 7.311765, 14.791462], [-12.925090, 7.385800, 13.545847], [-13.727779, 6.563624, 13.367701], [-12.767501, 8.476308, 12.755544], [-13.635306, 8.832913, 11.667422], [-11.008446, 7.245971, 14.655119], [-12.216471, 6.334640, 15.257082], [-12.163013, 8.085765, 15.555239], [-12.291334, 9.294920, 13.106651], [-13.769200, 9.904480, 11.815453], [-14.676514, 8.511118, 11.646264], [-13.184350, 8.724636, 10.681007], [-13.123296, 20.259843, 9.532474], [-13.296949, 19.096761, 10.432890], [-12.495466, 18.918881, 11.374710], [-14.327695, 18.288170, 10.132434], [-15.465412, 18.564868, 9.300767], [-12.120926, 20.375942, 9.120292], [-13.488254, 21.112423, 10.105201], [-13.717001, 20.215677, 8.619421], [-14.317374, 17.494713, 10.757265], [-15.152688, 18.659605, 8.260895], [-15.984998, 19.472657, 9.607444], [-16.094371, 17.674782, 9.316963], [-7.446555, 17.798276, 8.714786], [-6.759191, 17.700647, 10.051221], [-7.467562, 17.695987, 11.093696], [-5.400570, 17.609092, 10.206399], [-4.472187, 17.470303, 9.094602], [-8.404190, 18.303368, 8.841010], [-7.626284, 16.816689, 8.276293], [-6.769054, 18.329996, 8.046671], [-5.056304, 17.587013, 11.155655], [-3.447782, 17.512453, 9.464614], [-4.594229, 18.321248, 8.424445], [-4.476463, 16.549104, 8.511957], [-10.429169, 12.871938, 18.287841], [-9.153398, 13.622784, 18.324756], [-9.050929, 14.750063, 17.879068], [-8.124081, 13.020497, 18.920897], [-6.851057, 13.623339, 19.331644], [-10.234082, 11.913987, 18.769901], [-10.974187, 12.707823, 17.358263], [-11.160844, 13.334279, 18.950414], [-8.270385, 12.078935, 19.255793], [-6.130896, 13.452817, 18.531404], [-6.603290, 13.113266, 20.262527], [-6.918735, 14.662695, 19.652996], [-15.187168, 17.270421, 18.069232], [-14.760593, 16.677251, 16.770258], [-13.690266, 16.971195, 16.248861], [-15.607082, 15.950067, 16.037704], [-16.765287, 15.102153, 16.346294], [-15.387182, 18.316847, 17.838824], [-14.546441, 17.017624, 18.914011], [-16.119185, 16.878906, 18.476858], [-15.191747, 15.661871, 15.163315], [-17.309923, 14.860012, 15.433695], [-17.474403, 15.683871, 16.935252], [-16.286603, 14.185921, 16.691940], [-6.154814, 13.568680, 13.274213], [-5.419047, 14.857739, 13.764437], [-5.975383, 15.694691, 14.519033], [-4.118787, 14.972842, 13.487391], [-3.230530, 16.117557, 13.600283], [-5.360636, 12.823030, 13.237158], [-6.496617, 13.599054, 12.239638], [-7.019221, 13.308996, 13.885336], [-3.694511, 14.153768, 13.076065], [-2.776181, 16.330950, 12.632748], [-2.302258, 15.959680, 14.149359], [-3.669241, 17.036146, 13.989949]],
  "atomic_forces_ev_per_a": [[0.662, -1.024, 1.528], [-0.707, -0.257, 0.106], [1.474, 0.156, -0.419], [-0.626, 1.173, -0.445], [-0.155, -0.107, 2.517], [0.025, -1.151, -1.543], [-0.379, -0.495, -0.534], [-0.500, 1.428, -1.272], [0.145, -0.874, -2.839], [-0.708, -1.351, 1.753], [1.042, 0.370, 0.038], [0.779, 0.493, -0.347], [-1.199, -0.337, 0.973], [-1.400, -1.803, 1.187], [0.168, 1.314, 0.021], [0.921, 0.147, -0.082], [-0.745, -0.019, 1.006], [-0.044, 0.401, 0.426], [-0.019, 0.301, 0.290], [0.158, 0.770, -0.388], [0.657, 0.182, 0.189], [-0.106, 0.115, -0.077], [-0.229, -0.435, -0.100], [-0.068, -0.129, -1.048], [0.085, 0.719, -0.140], [0.330, -0.032, -0.419], [0.124, 0.367, -0.246], [0.228, -0.084, -0.120], [-0.091, 0.066, 0.161], [-0.012, -0.177, -0.225], [-0.339, -0.599, -0.775], [-1.844, 0.056, 1.633], [1.871, -0.507, -0.986], [-1.028, 0.554, -0.185], [1.224, -0.268, -0.154], [0.009, -0.029, -0.247], [0.369, 0.202, 0.277], [-0.007, 0.325, 0.279], [0.189, -0.446, 0.025], [-0.905, 0.440, -0.256], [0.045, 0.047, 0.828], [0.433, 0.220, -0.387], [1.810, -0.707, 1.033], [2.567, 3.605, 1.487], [-3.563, -3.884, -1.466], [0.185, 0.142, 0.055], [-0.525, 1.641, -0.433], [0.226, 0.476, -0.810], [-0.791, 0.128, 0.084], [-0.629, 0.194, -0.267], [0.333, -0.402, 0.241], [0.079, 0.279, -0.441], [0.325, -0.939, 0.444], [0.028, -0.360, 0.045], [-0.430, 0.851, -1.118], [2.440, 0.039, 1.376], [-1.938, 0.005, -1.854], [0.363, -0.980, 1.139], [0.357, -0.438, -0.417], [0.221, 0.097, 0.871], [0.471, 0.386, -0.182], [-0.391, -0.106, 0.123], [-0.440, -0.210, -0.018], [-0.071, 0.212, -0.125], [-0.275, -0.139, -0.015], [-0.269, 0.302, 0.221], [0.996, 0.090, -0.221], [-2.285, -0.426, 3.925], [1.681, 0.215, -2.451], [0.062, -0.327, -1.393], [0.542, 0.593, 0.295], [0.259, -0.014, 0.082], [0.052, -0.113, 0.148], [-0.338, 0.181, -0.381], [-0.320, -0.131, -0.130], [-0.038, 0.220, 0.224], [0.101, -0.090, -0.229], [-0.678, -0.204, 0.117], [-0.944, -1.356, 0.980], [-0.330, 2.119, -1.352], [0.012, 0.217, 0.110], [0.953, -1.210, 1.354], [-0.765, -0.499, 0.104], [-0.307, -0.424, -0.235], [0.694, 0.311, -0.287], [0.137, 0.414, 0.036], [0.016, 0.263, -0.080], [0.316, 0.366, 0.342], [0.535, -0.286, -0.218], [-0.308, 0.103, -0.727], [-1.187, -0.569, 0.809], [1.498, 0.503, -0.720], [-0.193, 0.189, 0.925], [-1.644, -1.064, -1.676], [0.999, 0.815, -0.218], [0.553, 0.155, 0.574], [0.767, 0.762, -0.465], [-0.496, -0.171, -0.542], [0.424, 0.261, -0.028], [0.276, 0.128, -0.192], [0.144, -0.704, 0.697], [-1.111, -0.282, 0.843], [1.251, 0.811, -0.233], [-3.440, 1.704, 2.901], [1.044, -1.693, -2.031], [1.938, -0.688, -0.944], [0.520, 0.362, -0.322], [-0.292, -0.622, 0.382], [-0.060, 0.616, -0.022], [0.408, 0.129, 0.182], [-0.036, 0.242, -0.154], [-0.510, 0.224, -0.523], [-0.327, -0.588, 0.809], [-0.482, -0.443, -0.040]]
}